(1)
Density functional theory data (wB97M-V/def2-TZVPD) for C51H44AuGeN2P2S2 as an isolated structure.

The geometry in XYZ format:
```
103
Properties=species:S:1:pos:R:3:forces:R:3:lowdin_spin:R:1
Au -0.6766 0.0411 0.2197 -0.19 -0.30 -0.07 0.314
Ge 0.5401 3.1760 0.6662 -0.42 -0.67 0.14 0.059
S -3.5654 3.6384 2.5879 -0.06 0.01 0.01 0.097
S -2.6396 1.2717 1.2247 0.04 -0.04 0.02 0.386
P -1.8177 -2.1225 0.2671 -0.18 -0.26 -0.15 0.167
P 1.0985 -0.9433 -1.0364 0.08 -0.22 -0.02 0.106
N -1.1335 3.5328 1.6954 -0.14 0.26 0.07 0.051
N 0.0404 -3.5000 -1.2299 -0.03 -0.20 -0.06 0.001
C 0.4345 4.3935 -0.7775 0.09 0.23 0.06 0.012
C 1.7941 2.8378 2.0527 0.15 0.23 -0.04 0.010
C 0.8335 -0.7909 -2.7963 -0.04 0.17 -0.04 0.019
C 3.9929 2.9606 3.0099 0.07 0.00 -0.04 0.000
C -1.2572 4.7401 2.3241 -0.15 0.01 0.09 0.134
C 0.4381 -0.5561 -5.5297 -0.01 0.00 -0.01 0.000
C -0.5802 6.8639 3.1256 -0.14 0.13 0.12 0.100
C 1.4661 5.6348 -2.5538 0.06 0.01 -0.04 0.000
C -1.7071 -5.3173 2.7461 -0.01 -0.04 0.00 0.002
C -3.5917 -1.9152 0.1037 0.03 0.18 0.09 0.020
C 0.2122 6.0575 -2.9757 0.01 -0.01 0.01 0.006
C 1.5939 -6.8251 -1.8217 0.08 0.09 0.15 0.000
C 3.1237 3.2442 1.9646 0.00 0.01 0.14 0.005
C -5.8007 -1.9661 1.0591 0.04 0.00 0.03 -0.001
C -1.9882 -4.4878 1.6732 0.02 -0.05 -0.06 0.008
C -0.8295 4.8153 -1.1980 0.15 0.13 -0.23 0.005
C 3.1373 -0.5820 0.7618 0.03 -0.04 0.01 0.008
C -0.9337 5.6525 -2.2993 -0.03 -0.01 0.03 0.000
C 1.2987 -1.5297 -5.0358 0.02 -0.03 -0.02 0.001
C 0.3130 -4.7877 -1.7892 -0.08 0.38 0.12 0.000
C -0.1557 -6.5040 -3.4115 -0.15 0.15 -0.07 0.000
C -0.9007 -4.8668 3.7851 0.01 0.01 0.01 -0.001
C 1.3194 -5.5824 -1.2613 0.21 -0.19 0.21 0.000
C 4.9897 0.2514 -1.1393 -0.02 0.01 -0.01 0.000
C 3.5383 2.2714 4.1257 -0.04 -0.02 -0.01 0.005
C -1.4507 -3.2006 1.6435 0.05 0.17 0.15 0.031
C 5.3744 0.0769 0.1832 0.00 0.01 0.00 0.009
C 0.8564 -7.2939 -2.8950 0.01 -0.07 -0.01 0.001
C -1.8873 7.0877 3.6756 0.13 0.02 -0.03 0.110
C 1.5855 4.8001 -1.4517 -0.07 0.12 -0.06 0.005
C -0.0359 0.1821 -3.2947 0.06 0.01 -0.06 0.004
C 1.3345 2.1340 3.1683 0.24 -0.03 0.07 0.004
C 3.6810 -0.0077 -1.5280 0.06 0.03 -0.03 0.010
C -0.2587 5.7178 2.4579 -0.02 0.01 0.00 0.004
C 1.5001 -1.6520 -3.6701 -0.02 -0.08 0.02 0.005
C 2.7600 -0.4434 -0.5785 -0.11 0.20 0.16 0.020
C -0.3647 -3.5857 3.7582 0.00 0.01 -0.05 0.000
C 4.4484 -0.3371 1.1354 -0.04 0.03 0.01 -0.001
C -6.3297 -1.5295 -0.1477 -0.02 0.00 0.00 0.021
C -1.2830 -2.9534 -1.2946 0.13 0.10 0.04 0.013
C 2.2131 1.8514 4.2040 -0.04 0.00 0.02 0.000
C -4.1248 -1.4494 -1.1037 -0.03 0.00 -0.03 0.017
C -4.4318 -2.1525 1.1935 -0.03 -0.03 0.02 0.019
C -2.5637 4.9682 2.8850 0.16 0.07 -0.03 0.146
C -2.8793 6.1536 3.5637 0.06 -0.05 -0.05 -0.005
C -0.2303 0.3001 -4.6631 -0.01 -0.01 0.03 0.000
C -2.2755 2.8044 1.7583 0.08 -0.17 -0.09 0.026
C -0.6392 -2.7499 2.6853 -0.03 -0.04 0.04 0.002
C -5.4933 -1.2695 -1.2276 0.05 0.01 -0.01 0.000
C 1.0874 -2.7452 -0.6131 -0.11 0.08 -0.02 0.003
C -0.4234 -5.2515 -2.8700 -0.15 -0.03 -0.30 0.001
H -3.8662 6.3193 3.9763 0.05 -0.02 -0.01 -0.002
H 0.7376 5.5770 2.0616 -0.02 -0.02 -0.01 -0.002
H -0.5560 0.8518 -2.6160 0.01 0.00 -0.01 0.002
H 2.1668 -2.4189 -3.2897 -0.02 0.02 -0.03 0.000
H -1.1880 -4.6289 -3.3238 0.05 -0.07 0.02 0.000
H -6.4551 -2.1729 1.8962 0.02 0.01 -0.02 0.000
H -2.0897 8.0177 4.1927 0.06 -0.02 -0.04 0.004
H -7.3988 -1.3918 -0.2495 0.03 -0.02 0.00 0.001
H 5.7135 0.5729 -1.8773 -0.02 0.00 0.02 0.000
H 2.3800 -7.4367 -1.3971 -0.02 0.03 0.00 0.000
H 2.5712 4.4845 -1.1283 -0.04 -0.02 -0.01 0.000
H 0.0661 1.7552 0.1407 0.16 0.15 -0.14 0.031
H -4.0238 -2.5011 2.1350 -0.02 -0.01 -0.03 0.001
H 2.3556 5.9588 -3.0800 -0.06 -0.01 0.01 0.000
H -1.9083 5.9932 -2.6261 0.05 -0.01 -0.02 0.000
H 3.4892 3.7913 1.1028 -0.02 -0.02 0.02 0.000
H -5.9103 -0.9352 -2.1686 0.01 0.00 0.02 0.000
H 4.2159 2.0650 4.9447 -0.02 0.00 -0.03 0.000
H 1.8707 -5.2624 -0.3831 0.00 -0.03 -0.07 0.000
H -2.1189 -6.3177 2.7741 0.01 0.03 0.00 0.000
H 2.4146 -0.8994 1.5102 0.05 0.01 -0.04 0.000
H -3.4827 -1.2384 -1.9525 -0.02 -0.02 0.01 0.001
H 1.8620 1.3207 5.0810 0.04 0.02 -0.04 0.000
H 3.3900 0.1148 -2.5647 0.01 -0.03 0.04 0.001
H 1.8135 -2.1957 -5.7170 -0.03 0.02 0.03 0.000
H 4.7516 -0.4767 2.1651 -0.01 0.02 -0.02 0.000
H -0.2271 -1.7444 2.6573 -0.01 -0.03 0.02 0.001
H 0.1277 6.7079 -3.8369 -0.01 0.00 0.03 0.000
H -2.6224 -4.8415 0.8673 0.02 0.00 0.03 0.000
H 0.1756 7.6301 3.2483 -0.07 0.00 0.02 0.004
H 5.0238 3.2877 2.9522 -0.04 -0.03 0.03 0.000
H 0.2864 -0.4673 -6.5983 0.00 0.00 0.04 0.000
H -0.7344 -6.8510 -4.2590 0.01 0.03 0.05 0.000
H 0.2618 -3.2427 4.5712 -0.02 0.00 -0.02 0.000
H 6.4017 0.2618 0.4740 -0.05 -0.02 -0.02 0.000
H -2.0051 -3.7441 -1.4925 -0.03 -0.08 0.01 0.003
H 2.0583 -3.1338 -0.9134 0.06 -0.07 -0.06 0.001
H 1.0647 -8.2663 -3.3211 0.00 0.04 0.01 0.000
H -0.9006 1.0550 -5.0544 0.03 -0.03 0.02 0.000
H -0.6906 -5.5203 4.6221 0.00 0.02 -0.02 0.000
H -1.4016 -2.1911 -2.0783 -0.06 -0.06 -0.10 0.000
H 1.0569 -2.7615 0.4852 0.11 -0.09 0.07 0.000
H -1.7325 4.5024 -0.6856 0.01 -0.01 0.00 0.000
H 0.2999 1.8115 3.2440 0.02 0.01 0.00 0.000
```
Forces are in eV/Å.

Summary:
- Spin multiplicity: 3
- Gap between HOMO and LUMO (alpha / beta): 5.839 / 2.582 eV
- E_HOMO (alpha / beta): -0.5144 / -0.5154 Eh
- Energy above the lowest of the compared OMol25 structures with the same formula, charge and spin: 0.0 kcal/mol
- Largest force on an atom: 0.016 Eh/bohr
- E_tot: -5770.15795 hartree
- Charge: +3

=====

(2)
Density functional theory data (wB97M-V/def2-TZVPD) for C25H24AsF6O13V as an isolated structure.

The geometry in XYZ format:
```
70
Properties=species:S:1:pos:R:3:forces:R:3:lowdin_charge:R:1
As -8.3557 -7.2180 18.6130 -0.19 0.23 -0.25 0.705
V -6.9084 -9.9777 20.9270 -3.54 0.02 0.66 0.936
F -8.0892 -8.0501 20.1478 0.20 -0.49 0.18 -0.260
F -7.7724 -8.5774 17.7359 0.10 -0.20 -0.03 -0.234
F -8.5974 -6.3646 17.1122 0.05 0.12 -0.10 -0.278
F -8.9195 -5.8412 19.4911 0.01 0.26 0.22 -0.257
F -9.9655 -7.8093 18.5552 -0.17 -0.22 -0.01 -0.230
F -6.7388 -6.6004 18.7127 0.29 0.10 -0.03 -0.258
O -6.1610 -11.8809 21.7224 0.12 0.59 0.07 -0.022
O -10.6286 -4.7647 25.0907 0.16 -0.05 0.00 -0.016
O -6.7739 -9.1305 22.2932 0.22 -0.74 -0.56 -0.361
O -8.1665 -11.0071 19.5681 1.28 0.09 1.03 -0.170
O -5.6619 -9.6388 20.0582 1.55 0.16 -0.96 -0.336
O -1.4698 -10.0826 17.8289 0.09 -0.08 0.19 0.027
O -10.2018 -11.8660 20.0544 0.69 0.02 0.32 -0.026
O -11.4396 -9.7898 22.9164 0.92 -1.21 -0.56 0.043
O -2.6003 -11.3140 20.3058 -0.48 0.28 -0.46 0.026
O -0.5099 -7.0690 23.1002 0.04 0.18 0.06 0.033
O -5.1138 -7.3208 14.7234 0.32 -0.06 -0.56 0.010
O -9.0170 -10.6436 21.5483 0.37 -0.08 0.40 -0.180
O -4.2653 -12.2899 26.8806 -0.10 -0.43 0.28 0.026
C -9.8753 -6.5639 23.6927 0.05 -0.64 -0.24 -0.009
C -3.6895 -9.1892 17.5339 0.15 0.08 -0.02 0.001
C -2.0568 -10.2598 21.0082 0.76 -0.56 0.03 -0.351
C -2.8710 -8.1209 15.1132 -1.23 -0.43 -0.32 -0.035
C -11.9696 -6.7799 24.8454 0.40 0.32 0.03 -0.061
C -12.1226 -8.0529 24.3260 -0.40 -0.15 -0.39 -0.039
C -1.9716 -8.8191 15.9044 0.28 0.05 -0.64 -0.043
C -0.4624 -9.4282 22.5967 0.14 0.47 -0.26 -0.037
C -5.6994 -11.9677 23.0343 0.57 -0.63 -0.46 -0.279
C -2.3784 -9.3505 17.1114 -0.11 -0.04 0.08 -0.327
C -11.1846 -8.5955 23.4411 0.28 0.87 0.46 -0.343
C -4.1920 -7.9589 15.5407 0.21 0.51 0.44 -0.323
C -4.5878 -8.4522 16.7709 -0.08 -0.61 0.29 0.023
C -4.4808 -11.3780 23.3290 -0.52 0.18 0.17 0.018
C -9.1883 -11.2359 20.3865 -0.90 0.45 -0.43 -0.873
C -2.0482 -7.9439 21.5413 0.41 0.19 0.08 0.025
C -4.0395 -11.4488 24.6350 0.70 -0.59 0.18 -0.009
C -0.9875 -8.1549 22.4100 -0.03 -0.30 0.11 -0.329
C -4.6872 -12.2510 25.5732 -0.13 0.98 -0.01 -0.324
C -6.3667 -12.7292 23.9689 -0.63 -0.33 -0.39 0.004
C -10.8419 -6.0317 24.5253 -0.06 0.28 0.13 -0.339
C -5.8778 -12.8822 25.2510 0.43 0.46 0.40 -0.012
C -0.9364 -10.4628 21.8060 -0.51 -0.16 0.39 -0.029
C -2.6206 -9.0055 20.8580 -0.36 0.15 0.46 0.011
C -10.0382 -7.8402 23.1651 0.16 -0.29 -0.05 0.016
H -9.2442 -8.2665 22.5517 -0.27 0.08 -0.02 0.091
H -5.4123 -6.4936 15.1111 -0.08 -0.16 0.32 0.102
H 0.3262 -9.5636 23.3302 0.09 -0.18 -0.14 0.106
H -0.9747 -9.0255 15.5314 0.03 0.03 0.13 0.105
H -10.6211 -10.1827 22.4607 -0.61 0.49 0.10 0.105
H -12.7018 -6.3432 25.5176 -0.05 -0.12 0.00 0.099
H -6.4307 -13.3385 26.0603 -0.07 -0.36 -0.23 0.117
H -3.9216 -10.8564 22.5669 -0.15 0.17 0.03 0.106
H -4.0097 -9.6807 18.4439 -0.22 0.13 -0.02 0.079
H -7.2762 -13.2303 23.6535 -0.12 0.20 0.16 0.132
H -2.1514 -12.1486 20.4628 0.18 0.13 0.24 0.112
H -8.9642 -6.0561 23.4059 -0.12 0.36 0.24 0.119
H -3.5706 -8.9021 20.3440 0.17 0.11 -0.22 0.098
H -3.1124 -10.9566 24.9201 -0.07 0.04 -0.05 0.112
H -0.5290 -11.4649 21.8884 0.07 0.03 0.06 0.112
H 0.1957 -7.3527 23.6877 0.01 -0.03 -0.02 0.090
H -2.3553 -6.9114 21.4299 -0.45 -0.17 -0.07 0.130
H -2.7141 -7.8849 14.0650 0.55 0.31 0.20 0.106
H -6.4605 -12.7222 21.3644 -0.33 0.11 -0.02 0.143
H -5.6128 -8.3759 17.1183 0.03 0.15 -0.10 0.101
H -1.8944 -10.3909 18.6445 0.00 -0.04 -0.25 0.053
H -13.0177 -8.6325 24.5302 0.07 0.02 0.08 0.104
H -11.4056 -4.2149 24.9709 -0.12 -0.14 -0.09 0.079
H -3.3737 -11.9450 26.9739 -0.02 0.12 -0.25 0.092
```
Forces are in eV/Å.

Summary:
- Gap between HOMO and LUMO: 5.950 eV
- E_HOMO: -0.0967 Eh
- Largest force on an atom: 0.070 Eh/bohr
- E_tot: -5724.46049 hartree
- Charge: -2

=====

(3)
Density functional theory data (wB97M-V/def2-TZVPD) for C3H2N2O2 in the gas phase.

The geometry in XYZ format:
```
9
Properties=species:S:1:pos:R:3:forces:R:3:lowdin_charge:R:1
O 2.2106 -0.0914 -0.0322 -0.18 0.09 1.07 0.175
O 0.2015 -1.1941 -0.0818 0.72 2.20 1.51 0.080
N 0.3266 1.2693 0.0256 2.12 -1.21 0.61 0.171
N -1.8116 0.0332 0.0237 2.53 0.88 0.24 0.118
C 1.0564 0.0819 0.1221 -0.45 -0.82 -2.80 -0.387
C -0.9146 1.1346 -0.0796 -4.83 0.95 1.08 -0.183
C -1.0979 -1.0269 0.0775 -0.71 -2.26 -1.89 -0.235
H -1.5947 -1.9904 -0.0577 -0.08 -0.01 0.69 0.139
H -1.5707 2.0192 -0.0958 0.89 0.19 -0.50 0.123
```
Forces are in eV/Å.

Summary:
- Gap between HOMO and LUMO: 10.562 eV
- E_HOMO: -0.4051 Eh
- Energy above the lowest of the compared OMol25 structures with the same formula, charge and spin: 20.1 kcal/mol
- Largest force on an atom: 0.098 Eh/bohr
- E_tot: -375.47944 hartree